ORCA calculation (ωB97M-V with the def2-TZVPD basis set) on a molecular structure, C41H37FINO6SSi2 in a non-equilibrium geometry.

Geometry as XYZ:
```
90
Properties=species:S:1:pos:R:3
C -3.0860 -5.4662 1.4227
C -1.5775 -5.3481 1.9471
S -0.6596 -3.8654 1.2274
C 0.5419 -3.4385 2.6233
Si 1.8362 -4.8599 2.6871
I 2.3648 -5.3954 0.2881
O 3.3558 -4.4269 3.3952
Si 3.3074 -4.3224 5.1233
N 4.7565 -3.3347 5.5918
C 1.7974 -3.2971 5.7930
C 1.9605 -1.8055 5.2154
F 2.6842 -0.9101 6.0721
C 3.5154 -6.0046 6.0323
C 2.4293 -7.1091 5.6514
O 1.3769 -7.2001 6.3604
C 2.7387 -8.0763 4.4233
C 1.6086 -8.8992 3.7174
C 1.9786 -9.7914 2.4878
C 3.4305 -9.9022 1.9315
C 4.5556 -9.1002 2.6363
C 4.2027 -8.1994 3.8698
H -3.8441 -4.8619 2.0468
H -3.3940 -6.5736 1.5693
H -3.2058 -5.2712 0.2943
H -0.9692 -6.2993 1.7710
H -1.5902 -5.1611 3.0846
H -0.1001 -3.4803 3.5762
H 0.9881 -2.3963 2.4949
H 1.2634 -6.0883 3.2272
H 4.8178 -3.4853 6.6194
H 5.5446 -3.8741 5.1716
H 1.9012 -3.2143 6.9431
H 0.7934 -3.7925 5.5759
H 0.9257 -1.4309 4.9081
H 2.5691 -1.8847 4.2328
H 3.3923 -5.8038 7.1644
H 4.6037 -6.3418 5.8965
H 0.5156 -8.8601 4.0595
H 1.1698 -10.3741 1.9389
H 3.7206 -10.5241 1.0175
H 5.6300 -9.1447 2.2581
H 5.0955 -7.6381 4.3284
C -0.9794 -1.7231 -1.5035
C -0.1686 -1.0157 -0.6178
C -0.4449 0.3172 -0.3343
C -1.5271 0.9516 -0.9453
C -2.3238 0.2504 -1.8503
C -2.0544 -1.0924 -2.1196
C -3.4450 0.9251 -2.5431
O -4.1440 0.3123 -3.3315
C -3.6982 2.3580 -2.2700
C -4.7148 3.0231 -2.9580
C -4.9687 4.3662 -2.6980
C -4.2153 5.0475 -1.7441
C -3.1983 4.3906 -1.0610
C -2.9313 3.0460 -1.3299
C -1.8232 2.3654 -0.6230
O -1.1601 2.9623 0.2085
H -0.7688 -2.7661 -1.7174
H 0.6782 -1.5050 -0.1466
H 0.1872 0.8617 0.3603
H -2.6789 -1.6470 -2.8128
H -5.3079 2.4979 -3.7002
H -5.7562 4.8824 -3.2379
H -4.4187 6.0933 -1.5365
H -2.6119 4.9286 -0.3228
C 0.3330 4.8961 -3.3580
C -1.0528 4.8134 -3.4756
C -1.7662 5.8599 -4.0502
C -1.0964 6.9985 -4.4982
C 0.2887 7.0914 -4.3581
C 1.0039 6.0324 -3.7972
C 1.0060 8.3145 -4.7844
O 2.2166 8.3953 -4.6658
C 0.2291 9.4414 -5.3487
C 0.8835 10.6226 -5.7017
C 0.1637 11.6817 -6.2449
C -1.2096 11.5619 -6.4462
C -1.8662 10.3889 -6.0908
C -1.1491 9.3296 -5.5321
C -1.8631 8.0988 -5.1243
O -3.0663 7.9948 -5.2961
H 0.8904 4.0752 -2.9179
H -1.5759 3.9332 -3.1219
H -2.8449 5.7877 -4.1439
H 2.0830 6.0930 -3.6978
H 1.9539 10.7217 -5.5505
H 0.6739 12.6012 -6.5138
H -1.7696 12.3860 -6.8768
H -2.9371 10.3034 -6.2456
```

Results
frontier orbital gap	7.495	eV
E_LUMO	-0.039	hartree



ORCA calculation (ωB97M-V with the def2-TZVPD basis set) on a molecular structure, C41H38F6GaINO3PS in a non-equilibrium geometry.

Geometry as XYZ:
```
93
Properties=species:S:1:pos:R:3
C 1.5986 1.0179 -0.3805
C 1.2593 -0.4700 -0.7123
C -0.1073 -0.6660 -1.4366
I -0.1938 0.3631 -3.3678
Ga -1.7149 -0.2508 -0.2214
N -3.0483 -1.6969 -0.5767
C -2.9704 -2.5427 0.2803
O -2.7975 -3.4309 1.0279
P -2.8503 1.7666 -0.7395
S -1.6492 3.2589 -1.2553
C -1.2468 -0.3991 1.7936
O -1.6673 0.4379 2.6329
O -0.5165 -1.4206 2.1599
H 0.9282 1.4683 0.3972
H 1.6975 1.6624 -1.2873
H 2.6282 1.0114 0.0825
H 1.3728 -1.0701 0.2239
H 2.0595 -0.8439 -1.4224
H -0.1797 -1.7610 -1.6908
H -3.6075 2.1523 0.4231
H -3.8308 1.6037 -1.7726
F -2.1449 -2.8660 -3.3888
C -3.2558 -3.3875 -3.9095
C -4.4264 -3.3563 -3.1723
C -5.5848 -3.8953 -3.7165
C -5.5584 -4.4684 -4.9849
C -4.3748 -4.4971 -5.7124
C -3.2164 -3.9487 -5.1751
H -4.4229 -2.9121 -2.1832
H -6.5094 -3.8693 -3.1510
H -6.4629 -4.8921 -5.4057
H -4.3535 -4.9468 -6.6985
H -2.2864 -3.9538 -5.7301
F 4.0337 1.5880 1.9432
C 3.3792 1.4450 3.1132
C 4.0444 1.7134 4.2977
C 3.3704 1.5710 5.5044
C 2.0441 1.1519 5.5122
C 1.3892 0.8803 4.3150
C 2.0582 1.0329 3.1087
H 5.0809 2.0310 4.2707
H 3.8779 1.7856 6.4369
H 1.5198 1.0368 6.4545
H 0.3551 0.5484 4.3170
H 1.5572 0.8335 2.1717
F 3.9699 3.9545 7.5552
C 3.5916 5.0374 6.8556
C 4.1438 5.2659 5.6085
C 3.7487 6.3821 4.8839
C 2.8145 7.2620 5.4182
C 2.2709 7.0234 6.6740
C 2.6568 5.9015 7.3958
H 4.8753 4.5736 5.2117
H 4.1688 6.5662 3.9027
H 2.5099 8.1350 4.8528
H 1.5454 7.7113 7.0916
H 2.2367 5.6944 8.3723
F -8.6989 -5.3432 -6.4558
C -9.0846 -6.2698 -5.5627
C -9.6579 -7.4455 -6.0126
C -10.0525 -8.4059 -5.0901
C -9.8791 -8.1748 -3.7303
C -9.3062 -6.9868 -3.2920
C -8.9010 -6.0302 -4.2129
H -9.7921 -7.6038 -7.0756
H -10.4957 -9.3339 -5.4311
H -10.1914 -8.9232 -3.0113
H -9.1749 -6.8054 -2.2322
H -8.4449 -5.1033 -3.8888
F 9.3740 -2.1124 2.4198
C 8.0429 -1.8790 2.4382
C 7.2372 -2.6229 3.2790
C 5.8690 -2.3790 3.3012
C 5.3233 -1.4029 2.4760
C 6.1454 -0.6648 1.6307
C 7.5152 -0.9009 1.6160
H 7.6790 -3.3852 3.9094
H 5.2281 -2.9504 3.9615
H 4.2554 -1.2180 2.4931
H 5.7201 0.0929 0.9852
H 8.1725 -0.3305 0.9710
F 3.2486 3.1701 -1.9092
C 2.8481 4.2412 -2.6055
C 3.3818 4.4739 -3.8607
C 2.9606 5.5828 -4.5832
C 2.0199 6.4495 -4.0384
C 1.4954 6.2051 -2.7740
C 1.9071 5.0920 -2.0545
H 4.1191 3.7911 -4.2645
H 3.3657 5.7714 -5.5707
H 1.6944 7.3169 -4.6019
H 0.7646 6.8822 -2.3486
H 1.5023 4.8800 -1.0724
```

Results
frontier orbital gap	4.177	eV
E_LUMO	0.118	hartree
charge	-2



ORCA calculation (ωB97M-V with the def2-TZVPD basis set) on a molecular structure, C41H38IrN9O5S in a non-equilibrium geometry.

Geometry as XYZ:
```
95
Properties=species:S:1:pos:R:3
Ir -1.0492 0.0400 -0.3520
N -0.3445 1.2173 4.0763
C -0.9196 0.9320 2.8409
S -1.3908 -0.7384 2.6611
N -1.0442 1.9238 2.0237
N -1.4615 1.6753 0.7438
C -2.1675 2.6134 0.0914
C -2.7127 3.8478 0.7157
C -4.0183 4.2396 0.4042
C -4.5972 5.3595 0.9823
C -3.8898 6.1110 1.9098
C -2.5968 5.7292 2.2381
C -2.0121 4.6183 1.6477
C -2.4949 2.2587 -1.2340
C -2.8466 3.1884 -2.2523
C -2.9975 2.7830 -3.5400
C -2.8089 1.4131 -3.8680
C -2.4524 0.5566 -2.8717
N -2.3148 0.9237 -1.5776
H 0.0589 0.4178 4.5382
H 0.2637 2.0217 4.0522
H -4.5985 3.6364 -0.2819
H -5.6122 5.6319 0.7189
H -4.3443 6.9763 2.3768
H -2.0332 6.3017 2.9654
H -1.0012 4.3436 1.9013
H -2.9220 4.2349 -1.9920
H -3.2259 3.5059 -4.3140
H -2.9075 1.0516 -4.8811
H -2.2791 -0.4885 -3.0752
C 3.3294 -4.5053 1.0422
N 2.1558 -3.7855 1.5125
N 2.2120 -2.4012 1.3246
C 0.9715 -1.9535 0.8634
O 0.7469 -0.7673 0.6497
C 0.1337 -3.1310 0.7755
C 0.8941 -4.1871 1.1132
C 0.5307 -5.6310 1.1400
C 3.0500 -1.6480 2.1940
C 3.3411 -0.3221 1.8927
C 4.1531 0.4085 2.7487
C 4.6868 -0.1742 3.8895
C 4.3857 -1.4955 4.1852
C 3.5646 -2.2340 3.3455
H 4.2216 -4.0150 1.4233
H 3.3795 -4.5346 -0.0522
H 3.2953 -5.5216 1.4300
H -0.9175 -3.1116 0.5411
H -0.5401 -5.7318 0.9796
H 0.7870 -6.0756 2.1026
H 1.0509 -6.1922 0.3599
H 2.9267 0.1385 1.0088
H 4.3679 1.4397 2.5027
H 5.3284 0.3987 4.5466
H 4.7746 -1.9568 5.0843
H 3.3013 -3.2521 3.5962
O 1.4707 -0.1112 -3.2985
C 1.3216 0.8329 -2.5042
O 0.3583 1.0648 -1.7312
C 2.4373 1.8614 -2.4275
C 3.1383 2.2308 -3.5679
C 4.1577 3.1734 -3.5004
C 4.4992 3.7400 -2.2835
C 3.7874 3.3574 -1.1618
C 2.7532 2.4451 -1.2087
N 4.1592 3.9547 0.1460
O 3.5473 3.5913 1.1260
O 5.0554 4.7720 0.1620
H 2.8715 1.7643 -4.5073
H 4.6905 3.4672 -4.3954
H 5.2974 4.4616 -2.1913
H 2.1869 2.1951 -0.3211
C 2.2376 -2.7195 -2.8851
N 0.8088 -3.0155 -2.9285
C 0.3050 -3.7743 -4.0620
C -0.0212 -2.2425 -2.2556
N -0.7694 -1.6338 -1.6251
H 2.7843 -3.6650 -2.8673
H 2.4595 -2.1491 -1.9867
H 2.5362 -2.1164 -3.7426
H 0.7461 -4.7722 -4.0535
H 0.5574 -3.2810 -5.0048
H -0.7758 -3.8663 -3.9883
C -2.1372 -0.8761 1.0924
C -3.3713 -1.5359 0.9917
C -4.0392 -2.2016 2.0762
C -5.2983 -2.7506 1.9355
C -5.9899 -2.7188 0.7243
C -5.3395 -2.1399 -0.3677
C -4.0814 -1.5862 -0.2580
H -3.5470 -2.2488 3.0403
H -5.7618 -3.2182 2.8001
H -6.9933 -3.1169 0.6377
H -5.8408 -2.1157 -1.3319
H -3.6116 -1.1406 -1.1239
```

Results
frontier orbital gap (spin up / spin down)	3.582 / 3.561	eV
E_LUMO (spin up / spin down)	0.066 / 0.066	hartree
energy relative to the best compared isomer or geometry (same formula, charge and spin)	20.64	kcal per mole
expectation value of S²	0.7752
spin multiplicity	2
charge	-1



ORCA calculation (ωB97M-V with the def2-TZVPD basis set) on a molecular structure, C41H38N5O5Sr in a non-equilibrium geometry.

Geometry as XYZ:
```
90
Properties=species:S:1:pos:R:3
Sr -0.7004 -0.8387 0.9524
C -0.0557 5.2165 -5.7925
O 0.3102 4.5411 -4.6117
C 1.6269 4.1984 -4.4563
C 2.6489 4.6339 -5.2750
C 3.9573 4.2071 -5.0447
C 4.2140 3.3348 -4.0092
C 3.1832 2.8838 -3.1878
C 1.8799 3.3226 -3.3774
N 0.7710 2.9452 -2.6316
C 0.7086 2.0768 -1.5353
N 1.7324 2.2398 -0.6631
C 1.7667 2.1060 0.7684
C 0.8966 1.3171 1.5163
C 1.1023 1.4648 2.9067
C 2.0864 2.2450 3.4980
C 2.9602 2.9658 2.6937
C 2.7822 2.8976 1.3279
O 3.6241 3.6173 0.4683
C 3.5570 5.0224 0.6348
N -0.2747 1.2511 -1.3847
C -1.2083 1.1300 -2.4329
C -2.5602 1.2509 -2.1048
C -3.5649 1.0980 -3.0417
C -3.2378 0.8146 -4.3599
C -1.9068 0.6664 -4.7082
C -0.8987 0.8020 -3.7636
O 0.3994 0.6587 -4.2126
C 1.1385 -0.4273 -3.6670
H -1.1408 5.2822 -5.7798
H 0.2678 4.6612 -6.6777
H 0.3683 6.2250 -5.8218
H 2.4376 5.3048 -6.0950
H 4.7552 4.5545 -5.6864
H 5.2196 2.9811 -3.8269
H 3.4048 2.1722 -2.4066
H -0.0914 2.9860 -3.1564
H 2.3494 2.9956 -0.9287
H 0.4512 0.9292 3.5886
H 2.1841 2.2812 4.5766
H 3.7595 3.5709 3.1039
H 4.1443 5.3465 1.4988
H 2.5210 5.3458 0.7698
H 3.9678 5.4758 -0.2676
H -2.8006 1.4734 -1.0724
H -4.5994 1.1876 -2.7390
H -4.0126 0.6843 -5.1039
H -1.6115 0.4194 -5.7193
H 2.1856 -0.2329 -3.8947
H 0.8323 -1.3678 -4.1341
H 1.0102 -0.5006 -2.5849
C -3.2744 -2.9463 2.8147
N -2.7561 -2.4761 1.5400
C -3.4916 -2.7209 0.5194
C -3.1021 -2.4525 -0.8327
C -3.8493 -2.7426 -1.9767
C -3.0043 -2.4861 -3.0591
C -1.7973 -2.0624 -2.4975
N -1.8331 -2.0308 -1.1569
C -2.8048 -4.3395 3.1490
C -1.4509 -4.6654 3.0929
C -1.0226 -5.9383 3.4284
C -1.9369 -6.9085 3.8215
C -3.2851 -6.5961 3.8699
C -3.7128 -5.3182 3.5311
H -4.3736 -2.9313 2.8247
H -2.9280 -2.2565 3.5893
H -4.4700 -3.2025 0.6564
H -4.8664 -3.1036 -1.9971
H -3.2247 -2.5823 -4.1099
H -0.9031 -1.7810 -3.0299
H -0.7340 -3.9241 2.7670
H 0.0328 -6.1744 3.3820
H -1.5980 -7.9040 4.0797
H -4.0086 -7.3457 4.1658
H -4.7687 -5.0756 3.5655
O 0.7456 -2.0914 2.2911
C 0.1823 -1.6383 3.3250
O -0.8828 -0.9782 3.3077
C 0.8233 -1.9261 4.6521
C 2.1496 -2.3351 4.7076
C 2.7409 -2.6059 5.9318
C 2.0016 -2.4887 7.1012
C 0.6744 -2.0865 7.0460
C 0.0894 -1.7950 5.8232
H 2.6987 -2.4309 3.7818
H 3.7790 -2.9102 5.9733
H 2.4611 -2.7096 8.0567
H 0.0960 -1.9981 7.9569
H -0.9363 -1.4586 5.7593
```

Results
frontier orbital gap	6.879	eV
E_LUMO	0.085	hartree
energy relative to the best compared isomer or geometry (same formula, charge and spin)	30.87	kcal per mole
charge	-1



ORCA calculation (ωB97M-V with the def2-TZVPD basis set) on a molecular structure, C41H39AsBF6N13OPb in a non-equilibrium geometry.

Geometry as XYZ:
```
103
Properties=species:S:1:pos:R:3
Pb -0.3536 1.2160 0.8487
C 3.2252 5.0500 -2.1322
C 1.9317 4.5360 -2.0973
C 1.5629 3.6501 -1.1103
C 2.4964 3.2684 -0.1321
C 3.8004 3.8005 -0.1660
C 4.1558 4.6724 -1.1690
N 2.1108 2.3515 0.8045
N 2.9013 1.9612 1.6836
C 2.6370 0.9738 2.5808
C 3.6841 0.6108 3.4384
C 3.4828 -0.4436 4.3148
C 2.2541 -1.0885 4.3024
C 1.2642 -0.6466 3.4224
N 1.4390 0.3625 2.5938
H 3.5067 5.7472 -2.9055
H 1.2169 4.8336 -2.8475
H 0.5696 3.2311 -1.0739
H 4.5034 3.5106 0.5996
H 5.1604 5.0663 -1.2044
H 4.6199 1.1437 3.3819
H 4.2677 -0.7554 4.9864
H 2.0553 -1.9140 4.9669
H 0.2955 -1.1276 3.3922
B -3.1898 3.7713 -0.2354
N -1.9752 4.2491 0.5106
C -1.7811 5.5732 0.7245
C -0.6355 5.7393 1.4616
C -0.1728 4.4372 1.6665
N -0.9809 3.5564 1.0806
N -3.4117 2.2964 -0.3959
C -4.5644 1.8217 -0.9292
C -4.4994 0.4522 -0.9688
C -3.2385 0.1524 -0.4383
N -2.6046 1.2725 -0.1006
H -4.1630 4.2575 0.2662
H -3.2095 4.2885 -1.3176
H -2.4629 6.3111 0.3556
H -0.1893 6.6489 1.8019
H 0.6920 4.1175 2.2114
H -5.3392 2.4816 -1.2597
H -5.2360 -0.2399 -1.3194
H -2.7810 -0.8126 -0.3234
F -0.6200 -1.3728 0.8381
As -0.2686 -3.0365 0.1454
F -0.4074 -2.3746 -1.4881
F 1.4280 -2.5727 0.1250
F -0.0179 -4.6174 -0.4594
F -0.1104 -3.5418 1.7951
F -2.0255 -3.2145 0.1902
C -2.0435 1.4969 5.2304
C -1.2857 1.4883 4.0721
N -1.6771 0.8522 2.9724
C -2.8166 0.1809 2.9814
C -3.6675 0.1469 4.0888
C -3.2609 0.8377 5.2347
C -4.9951 -0.4526 4.0008
C -5.3427 -1.6240 3.4573
C -4.4493 -2.6943 3.0293
C -4.9086 -3.6723 2.1328
C -4.0163 -4.6969 1.8578
N -2.8450 -4.7552 2.4373
C -2.4642 -3.8254 3.2820
N -3.2351 -2.7984 3.5512
H -1.6976 2.0295 6.1009
H -0.3488 2.0200 4.0168
H -3.0824 -0.3175 2.0598
H -3.8938 0.8528 6.1088
H -5.7898 0.1632 4.4051
H -6.3929 -1.8661 3.3797
H -5.8944 -3.6375 1.6988
H -4.2717 -5.5081 1.1870
H -1.5181 -3.9320 3.7919
C 1.8818 -6.0374 -3.1613
C 2.4316 -4.7851 -3.6878
C 2.9411 -3.7924 -2.8230
C 3.4247 -2.6101 -3.3125
C 3.4381 -2.3570 -4.7069
N 3.8878 -1.1806 -5.2150
C 4.3423 -0.0480 -4.4940
O 5.3533 0.5103 -4.8040
N 3.5753 0.3568 -3.4259
C 2.2109 0.2120 -3.1660
C 1.2752 -0.0952 -4.1538
C -0.0654 -0.1052 -3.8224
C -0.4450 0.2360 -2.5336
N 0.4406 0.5047 -1.5841
C 1.7300 0.4585 -1.8766
C 2.9728 -3.3684 -5.5872
C 2.4780 -4.5405 -5.0824
H 2.0459 -6.1507 -2.0940
H 2.2726 -6.8983 -3.7057
H 0.8014 -6.0707 -3.3343
H 2.9721 -3.9782 -1.7589
H 3.8489 -1.8867 -2.6353
H 4.2001 -1.1793 -6.1855
H 4.0500 1.0702 -2.8842
H 1.5852 -0.2849 -5.1685
H -0.8124 -0.3449 -4.5597
H -1.4857 0.2889 -2.2560
H 2.4161 0.6261 -1.0595
H 2.9918 -3.1925 -6.6545
H 2.1149 -5.2995 -5.7596
```

Results
frontier orbital gap (spin up / spin down)	4.230 / 2.734	eV
E_LUMO (spin up / spin down)	-0.368 / -0.423	hartree
energy relative to the best compared isomer or geometry (same formula, charge and spin)	33.52	kcal per mole
expectation value of S²	1.7862
spin multiplicity	2
charge	+3